# 1
DFT (ωB97M-V/def2-TZVPD) results for an isolated molecule of C4H2Cl2.

Each line ends with the Löwdin charge.
Cartesian coordinates (Å):
C  -0.904  1.679  -2.046  0.102
C  -0.168  0.931  -1.384  -0.270
C  0.557  -0.017  -0.794  0.036
C  -0.202  -0.383  0.901  -1.144
Cl  0.722  0.487  2.114  0.544
Cl  -0.061  -2.053  1.159  0.601
H  1.321  -0.679  -0.947  0.052
H  -1.265  0.036  0.998  0.078

The relative energy (zero: lowest compared OMol25 entry of this formula, charge and spin) comes out at 378.7 kJ/mol. As for the spin multiplicity: 1.



# 2
DFT (ωB97M-V/def2-TZVPD) results for a cluster of 2 separate species, C4H2Cl2N2 in total.

Each line ends with the Löwdin charge.
Cartesian coordinates (Å):
C  -0.824  2.221  -0.043  -0.228
C  1.845  -0.359  0.118  -0.030
C  -0.153  1.022  -0.020  -0.066
C  -1.884  -1.328  -0.430  -1.051
N  -1.401  3.202  -0.040  0.161
N  0.916  0.474  -0.025  -0.022
Cl  -0.666  -2.372  -0.953  0.549
Cl  -2.339  -1.477  1.178  0.552
H  2.555  -0.207  0.870  0.059
H  1.950  -1.176  -0.655  0.077

The relative energy (zero: lowest compared OMol25 entry of this formula, charge and spin) comes out at 598.6 kJ/mol. As for the spin multiplicity: 1.



# 3
DFT (ωB97M-V/def2-TZVPD) results for an isolated molecule of C4H2Cl2OS.

Each line ends with the Löwdin charge.
Cartesian coordinates (Å):
C  -1.028  -0.564  -0.001  -0.671
C  0.706  -1.830  0.043  -0.130
C  1.135  -0.535  -0.066  -0.712
C  0.007  0.293  -0.011  -0.738
H  -3.328  -1.219  0.129  -0.098
H  1.370  -2.680  0.254  0.142
O  -0.637  -1.856  0.092  0.015
S  -2.728  0.010  -0.077  0.803
Cl  2.754  0.011  -0.053  0.697
Cl  -0.060  2.013  0.073  0.694

The relative energy (zero: lowest compared OMol25 entry of this formula, charge and spin) comes out at 31.7 kJ/mol. Its SMILES is Sc1occ(Cl)c1Cl. As for the spin multiplicity: 1.



Number 1: energy -29218.727 eV, HOMO-LUMO gap 7.875 eV, F_max 7.37 eV/Å. Number 2: energy -32198.927 eV, HOMO-LUMO gap 7.388 eV, F_max 3.08 eV/Å. Number 3: energy -42106.720 eV, HOMO-LUMO gap 9.095 eV, F_max 2.39 eV/Å.